Entry 1:
Entry from the Open Molecules 2025 dataset: a cluster of 8 separate species, C6H25N2O7 in total (ωB97M-V/def2-TZVPD).

```
40
C6H25N2O7, DFT ωB97M-V/def2-TZVPD
C 11.52 -6.46 -21.97
C 9.97 -6.46 -22.19
N 9.27 -7.76 -22.47
C 7.92 -7.91 -22.98
C 7.73 -9.28 -23.16
N 8.79 -9.95 -22.61
C 9.70 -9.02 -22.19
C 8.86 -11.35 -22.48
H 11.89 -7.15 -22.73
H 11.83 -6.95 -21.05
H 11.91 -5.44 -21.99
H 9.80 -5.73 -22.98
H 9.42 -6.02 -21.37
H 7.41 -7.01 -23.28
H 6.87 -9.81 -23.55
H 10.68 -9.31 -21.84
H 8.45 -11.93 -23.31
H 8.26 -11.61 -21.61
H 9.89 -11.64 -22.27
O 12.14 -13.43 -22.62
H 12.43 -12.76 -22.01
H 12.35 -13.08 -23.49
O 4.83 -7.70 -21.89
H 4.09 -8.03 -22.39
H 5.16 -6.96 -22.40
O 13.08 -9.30 -20.72
H 13.36 -10.15 -20.38
H 12.73 -8.84 -19.95
O 6.70 -13.09 -25.45
H 7.42 -13.68 -25.24
H 6.70 -13.03 -26.41
O 3.90 -11.00 -23.23
H 3.13 -11.55 -23.34
H 4.64 -11.61 -23.29
O 10.15 -13.25 -20.07
H 10.91 -13.27 -20.64
H 9.51 -13.82 -20.50
O 5.64 -11.92 -20.95
H 6.16 -12.64 -20.60
H 4.77 -12.04 -20.57
```

Calculated values
HOMO level: -13.273 eV
HOMO-LUMO gap: 0.39458 hartree
total energy: -879.552525 Eh
total charge: +1
energy above the lowest of the compared OMol25 structures with the same formula, charge and spin: 138.29 kJ/mol

Entry 2:
Entry from the Open Molecules 2025 dataset: a cluster of 2 separate species, C4H12OS2 in total (ωB97M-V/def2-TZVPD).

```
19
C4H12OS2, DFT ωB97M-V/def2-TZVPD
C 2.73 2.04 -1.21
C 1.91 0.81 -1.37
S 2.54 -0.45 -0.06
S 1.01 -1.85 -0.27
C -0.77 -1.57 0.45
C -0.86 -2.11 1.92
H 2.04 3.03 -1.37
H 3.22 2.08 -0.26
H 3.56 2.04 -1.91
H 1.05 0.99 -0.65
H 1.74 0.34 -2.29
H -1.57 -1.88 -0.38
H -0.92 -0.42 0.57
H -0.38 -3.09 1.90
H -0.39 -1.62 2.77
H -1.92 -2.23 2.09
H -4.94 1.05 -0.42
H -3.89 1.88 0.28
O -4.17 0.94 0.18
```

Calculated values
HOMO level (spin up / spin down): -14.224 / -14.162 eV
multiplicity: 2
HOMO-LUMO gap (spin up / spin down): 0.35126 / 0.22456 hartree
total energy: -1030.839792 Eh
total charge: +1
energy above the lowest of the compared OMol25 structures with the same formula, charge and spin: 193.77 kJ/mol

Entry 3:
Entry from the Open Molecules 2025 dataset: a structure of composition C13H35BiN9O3 (ωB97M-V/def2-TZVPD).

```
61
C13H35BiN9O3, DFT ωB97M-V/def2-TZVPD
Bi -0.38 0.05 0.16
N -1.79 -1.56 1.57
C -1.57 -1.30 3.04
C -0.71 -0.07 3.40
N 0.50 0.03 2.56
C 1.20 1.30 2.88
C 0.95 2.40 1.87
N 1.05 1.93 0.49
C 1.47 -1.12 2.67
C 2.37 -1.25 1.41
N 1.68 -1.23 0.08
H -2.78 -1.42 1.36
H -1.60 -2.56 1.28
H -1.19 -2.16 3.60
H -2.55 -1.09 3.44
H -0.41 -0.08 4.47
H -1.21 0.92 3.30
H 2.26 1.17 3.21
H 0.87 1.64 3.91
H 1.83 3.06 2.05
H 0.03 3.02 1.99
H 2.00 1.65 0.14
H 0.60 2.65 -0.13
H 0.78 -1.95 2.72
H 2.07 -0.92 3.56
H 2.88 -2.24 1.54
H 3.19 -0.45 1.43
H 1.50 -2.18 -0.31
H 2.21 -0.66 -0.61
C 4.91 1.34 -1.11
O 3.55 1.07 -1.44
C 3.34 1.11 -2.86
C 1.89 0.88 -3.31
O 1.37 -0.29 -2.70
C 0.32 -0.70 -3.60
C -0.27 -2.00 -3.06
O -1.18 -1.82 -2.01
C -2.61 -2.24 -2.19
H 5.48 1.97 -1.81
H 5.41 0.34 -0.92
H 4.77 1.99 -0.21
H 3.99 0.42 -3.42
H 3.60 2.11 -3.20
H 1.81 0.74 -4.41
H 1.32 1.83 -3.08
H 0.62 -0.71 -4.62
H -0.40 0.09 -3.57
H 0.62 -2.60 -2.69
H -0.66 -2.69 -3.81
H -2.65 -3.25 -2.51
H -3.19 -1.56 -2.77
H -2.97 -2.26 -1.15
N -6.19 1.08 1.67
N -5.10 1.09 0.77
N -5.18 1.38 -0.52
C -3.99 1.04 -1.01
N -3.13 0.61 -0.03
N -3.84 0.65 1.10
H -7.06 1.33 1.15
H -6.23 0.22 2.22
H -3.67 1.20 -1.99
```

Calculated values
HOMO level: -17.944 eV
HOMO-LUMO gap: 0.28004 hartree
total energy: -1448.343707 Eh
total charge: +3
energy above the lowest of the compared OMol25 structures with the same formula, charge and spin: 24.49 kJ/mol

Entry 4:
Entry from the Open Molecules 2025 dataset: a cluster of 6 separate species, C30H55ClN10 in total (ωB97M-V/def2-TZVPD).

```
96
C30H55ClN10, DFT ωB97M-V/def2-TZVPD
C 1.76 -0.25 -2.56
C 0.25 -0.30 -2.84
N -0.02 -0.78 -4.17
C 0.48 -1.94 -4.77
C -0.02 -2.00 -6.01
N -0.85 -0.92 -6.19
C -0.87 -0.23 -5.05
C -1.48 -0.56 -7.46
H 2.22 0.33 -3.37
H 2.24 -1.23 -2.59
H 2.01 0.24 -1.63
H -0.19 0.69 -2.75
H -0.23 -0.94 -2.09
H 1.24 -2.52 -4.29
H 0.11 -2.76 -6.77
H -1.34 0.73 -4.95
H -0.71 -0.25 -8.16
H -2.17 0.27 -7.34
H -2.01 -1.41 -7.87
C -2.64 -2.33 3.25
C -2.68 -1.22 4.30
N -1.37 -1.03 4.90
C -1.02 -1.67 6.08
C 0.32 -1.43 6.23
N 0.68 -0.49 5.32
C -0.34 -0.31 4.47
C 1.95 0.18 5.23
H -1.92 -2.21 2.45
H -3.59 -2.42 2.72
H -2.49 -3.31 3.71
H -3.41 -1.42 5.07
H -2.94 -0.26 3.84
H -1.72 -2.31 6.59
H 1.05 -1.67 6.99
H -0.21 0.28 3.56
H 1.98 0.96 6.00
H 2.01 0.73 4.29
H 2.80 -0.48 5.40
C 4.17 5.43 -2.53
C 3.25 4.41 -3.22
N 2.24 3.88 -2.28
C 2.43 3.05 -1.18
C 1.23 2.87 -0.61
N 0.29 3.56 -1.33
C 0.94 4.13 -2.37
C -1.13 3.72 -1.09
H 4.98 5.64 -3.24
H 4.74 5.03 -1.69
H 3.72 6.38 -2.29
H 3.80 3.54 -3.58
H 2.77 4.95 -4.02
H 3.44 2.68 -1.08
H 1.01 2.30 0.29
H 0.53 4.89 -3.02
H -1.57 4.01 -2.04
H -1.28 4.49 -0.34
H -1.57 2.79 -0.73
C 5.75 -5.12 -0.80
C 5.72 -3.68 -1.23
N 4.66 -2.90 -0.57
C 3.34 -3.28 -0.49
C 2.69 -2.32 0.22
N 3.60 -1.38 0.60
C 4.80 -1.77 0.12
C 3.42 -0.16 1.38
H 5.66 -5.19 0.29
H 6.71 -5.61 -0.98
H 5.01 -5.73 -1.30
H 5.64 -3.52 -2.31
H 6.62 -3.08 -1.06
H 3.06 -4.19 -0.98
H 1.64 -2.11 0.38
H 5.68 -1.15 0.23
H 3.07 0.63 0.72
H 4.34 0.12 1.88
H 2.51 -0.34 1.95
C -8.14 -0.38 2.40
C -6.79 -1.09 2.55
N -5.70 -0.27 2.00
C -5.04 -0.52 0.82
C -4.01 0.36 0.74
N -4.13 1.21 1.80
C -5.15 0.81 2.57
C -3.32 2.39 2.07
H -8.91 -0.93 2.93
H -8.50 -0.23 1.39
H -8.09 0.60 2.89
H -6.80 -2.07 2.10
H -6.62 -1.14 3.62
H -5.30 -1.35 0.19
H -3.21 0.52 0.03
H -5.47 1.21 3.51
H -3.88 3.32 2.08
H -2.59 2.49 1.27
H -2.77 2.30 3.00
Cl -0.31 0.04 0.77
```

Calculated values
HOMO level: -17.741 eV
HOMO-LUMO gap: 0.35051 hartree
total energy: -2182.649051 Eh
total charge: +4
energy above the lowest of the compared OMol25 structures with the same formula, charge and spin: 46.64 kJ/mol

Entry 5:
Entry from the Open Molecules 2025 dataset: the molecule C3H8O (ωB97M-V/def2-TZVPD).

```
12
C3H8O, DFT ωB97M-V/def2-TZVPD
C 1.11 -1.04 -0.38
C -0.12 -0.29 -0.93
C -0.92 0.30 0.18
H 1.66 -0.42 0.29
H 0.65 -1.94 0.16
H 1.76 -1.39 -1.19
H 0.21 0.56 -1.53
H -0.71 -0.93 -1.57
H -1.38 -0.53 0.74
H -1.72 0.95 -0.29
H 0.15 1.81 0.71
O -0.13 1.01 1.18
```

Calculated values
HOMO level: -10.462 eV
structure (SMILES): CCCO
HOMO-LUMO gap: 0.42172 hartree
total energy: -194.320175 Eh
total charge: 0
energy above the lowest of the compared OMol25 structures with the same formula, charge and spin: 41.41 kJ/mol